No. 1
Computed, not measured: 2 unconnected molecules or ions with the total composition CH8SSi2, with ωB97M-V/def2-TZVPD.

```
! wB97M-V def2-TZVPD RIJCOSX def2/J DEFGRID3
* xyz 0 1
C -1.53055 1.02035 0.27328
Si -2.32129 -0.65405 -0.15464
Si 3.65219 -0.28386 -0.05332
S 0.20588 0.95260 -0.25302
H -1.54180 1.20815 1.34784
H -2.00365 1.86095 -0.22916
H -1.54687 -1.71222 0.49690
H -3.69605 -0.68009 0.34762
H -2.29980 -0.83754 -1.60484
H 3.80709 -1.39142 0.86482
H 3.25076 -0.52595 -1.41907
H 4.02409 1.04308 0.38359
*
```

The HOMO energy (alpha / beta) is -9.14 / -6.94 eV. The HOMO-LUMO gap (alpha / beta) is 8.8 / 4.9 eV. Its energy relative to the best compared isomer or geometry (same formula, charge and spin) is 62.44 kcal/mol. The energy is -27752.8295 eV. The value obtained for the lowest unoccupied orbital energy (alpha / beta) is -0.35 / -2.03 eV.

No. 2
Computed, not measured: 2 unconnected molecules or ions with the total composition C3H9BrOSi, with ωB97M-V/def2-TZVPD.

```
! wB97M-V def2-TZVPD RIJCOSX def2/J DEFGRID3
* xyz 0 1
C 1.33853 1.55207 -0.16679
C 0.14514 -1.34475 -0.24357
C -3.06658 -0.41257 1.06724
O -1.12098 0.99135 0.79791
Si -0.29303 0.50407 -0.43688
Br -3.78847 -0.18826 -0.54741
H 1.02292 2.62597 -0.11681
H 1.97372 1.18248 0.62665
H 1.82531 1.23448 -1.15528
H -0.32746 -1.71404 0.60480
H -0.38193 -1.97208 -1.00487
H 1.27078 -1.59048 -0.30941
H -3.57320 0.32574 1.82592
H -2.23857 -1.02040 1.47033
H -0.53937 0.79287 -1.85256
*
```

The HOMO energy (alpha / beta) is -8.63 / -8.52 eV. The HOMO-LUMO gap (alpha / beta) is 6.7 / 6.4 eV. Its energy relative to the best compared isomer or geometry (same formula, charge and spin) is 131.26 kcal/mol. The energy is -83221.0427 eV. The value obtained for the lowest unoccupied orbital energy (alpha / beta) is -1.97 / -2.08 eV.

No. 3
Computed, not measured: 3 unconnected molecules or ions with the total composition C16H32O11S, with ωB97M-V/def2-TZVPD.

```
! wB97M-V def2-TZVPD RIJCOSX def2/J DEFGRID3
* xyz 0 1
C 0.28379 3.45966 3.67521
O 1.49055 2.80331 3.23983
C 1.21224 1.45573 2.76544
C 0.98407 1.41258 1.18699
C -0.48904 1.77332 0.68918
C -1.66318 1.32593 1.66115
C -3.01811 1.92381 1.06130
O -2.98587 3.33747 0.68694
S -3.62404 4.17636 1.98368
O -3.92299 5.52678 1.51662
O -2.85450 4.03411 3.23374
O -4.92005 3.14989 2.21160
C -4.36441 1.81803 1.91213
C -4.38708 0.98525 3.27521
H -0.35395 3.65530 2.74591
H -0.33854 2.75708 4.32857
H 0.49009 4.43950 4.19831
H 2.18505 0.88376 2.96171
H 0.41895 0.93112 3.38081
H 1.37751 0.43998 0.79629
H 1.66689 2.21829 0.75813
H -0.64653 1.19214 -0.28821
H -0.51677 2.86760 0.38999
H -1.77838 0.18900 1.60108
H -1.56881 1.68838 2.72539
H -3.25901 1.38604 0.08307
H -5.20638 1.36394 1.30237
H -4.77692 1.66156 4.10872
H -3.40162 0.52014 3.56686
H -5.19204 0.18319 3.14739
C 2.32406 -0.67863 -5.77607
C 3.19356 0.50136 -5.38476
O 2.66009 1.17912 -4.24162
C 2.87989 0.58291 -3.06154
O 3.47995 -0.44753 -2.88527
O 2.29015 1.31796 -2.10684
C 2.36484 0.74214 -0.79458
H 1.28763 -0.36197 -5.91515
H 2.68405 -1.13492 -6.69983
H 2.32054 -1.44250 -4.99555
H 3.20689 1.22626 -6.20081
H 4.22810 0.19749 -5.20618
H 3.39807 0.50036 -0.52823
H 1.73705 -0.15173 -0.75131
H 1.96735 1.50667 -0.04125
C 2.86259 -4.96280 -1.11556
C 2.05288 -3.76679 -1.57888
O 0.67036 -4.11154 -1.74109
C -0.04009 -4.19664 -0.61074
O 0.37081 -4.00488 0.50605
O -1.29178 -4.55988 -0.93346
C -2.13896 -4.78037 0.19285
H 2.71165 -5.81156 -1.78695
H 3.92589 -4.71993 -1.08171
H 2.55343 -5.28728 -0.11956
H 2.41336 -3.44467 -2.55725
H 2.16307 -2.91802 -0.89957
H -2.13914 -3.91986 0.86362
H -1.82425 -5.68108 0.72296
H -3.15290 -4.93091 -0.17715
*
```

The HOMO energy is -9.67 eV. The HOMO-LUMO gap is 9.8 eV. The energy is -50463.8613 eV. Its SMILES is COCCCC[C@@H]1OS(=O)(=O)O[C@@H]1C.CCOC(=O)OC.CCOC(=O)OC. The value obtained for the lowest unoccupied orbital energy is 0.14 eV.

No. 4
Computed, not measured: a molecular structure, C3H4LiO2Pt, with ωB97M-V/def2-TZVPD.

```
! wB97M-V def2-TZVPD RIJCOSX def2/J DEFGRID3
* xyz 2 4
O 0.29720 0.61839 0.09277
Li -1.60577 0.11182 -0.41297
C 1.32403 -0.03073 -0.51152
C 1.78474 -0.98013 0.37922
H 1.48408 0.14709 -1.57483
H 2.37923 -0.67895 1.24679
H 2.21883 -1.85985 -0.10318
Pt 0.61487 2.76539 0.00971
C -3.92918 -0.00631 -0.16776
O -5.04504 -0.00467 -0.04807
H 0.47702 -0.08207 1.08984
*
```

The HOMO energy (alpha / beta) is -17.54 / -18.66 eV. The HOMO-LUMO gap (alpha / beta) is 8.3 / 6.3 eV. The energy is -10697.0476 eV. The value obtained for the lowest unoccupied orbital energy (alpha / beta) is -9.26 / -12.37 eV.

No. 5
Computed, not measured: a molecular structure, C3H6FN, with ωB97M-V/def2-TZVPD.

```
! wB97M-V def2-TZVPD RIJCOSX def2/J DEFGRID3
* xyz 0 1
C 0.28612 0.12924 0.64932
C -0.16794 1.17630 -0.39782
C 0.75350 -0.00404 -0.71624
H -0.37226 -2.18684 0.72499
H -1.63587 -0.42344 1.22411
H 1.01760 0.10266 1.49048
H -1.06413 0.51260 -1.08072
H 0.06237 2.30671 -0.65847
H 1.79898 0.28833 -1.03475
N -0.59876 -0.99571 1.19097
F -0.07961 -0.90582 -1.39188
*
```

The HOMO energy is -8.80 eV. The HOMO-LUMO gap is 9.8 eV. Its energy relative to the best compared isomer or geometry (same formula, charge and spin) is 106.66 kcal/mol. The energy is -7410.2363 eV. The value obtained for the lowest unoccupied orbital energy is 1.00 eV.

No. 6
Computed, not measured: a molecular structure, C12H25AlBeFKN5NaO17S2, with ωB97M-V/def2-TZVPD.

```
! wB97M-V def2-TZVPD RIJCOSX def2/J DEFGRID3
* xyz 0 1
C -2.37847 0.53039 -4.57601
C -1.56343 0.30510 -3.21037
C -2.14144 1.14960 -1.98945
N -2.31148 0.36007 -0.72673
N -1.10090 0.42861 -0.02106
C -0.10719 -0.64168 -0.26674
C 0.66363 -0.61709 1.12708
C 2.09142 0.08202 1.22848
C 3.05759 -0.18421 -0.01207
C 3.00984 1.07375 -0.99718
O 2.85817 -1.44762 -0.67073
N -0.18035 0.21538 2.04288
C -1.12787 1.01901 1.27425
N -1.82200 2.08079 1.67823
H -3.09918 -0.32408 -4.73184
H -1.64449 0.49329 -5.43841
H -2.90863 1.52936 -4.61404
H -1.55254 -0.81738 -3.02609
H -0.49159 0.62922 -3.39437
H -3.14014 1.58065 -2.29163
H -1.38138 1.97800 -1.77573
H -3.09990 0.70007 -0.16295
H 0.53853 -0.30084 -1.12971
H -0.70546 -1.59787 -0.42756
H 0.74086 -1.70591 1.41481
H 2.60487 -0.37285 2.14146
H 1.94898 1.18817 1.43636
H 4.12060 -0.20309 0.41360
H 2.31941 1.87912 -0.57877
H 2.75908 0.81702 -2.06711
H 4.05291 1.55560 -1.02124
H 2.58583 -2.12499 -0.01496
H -0.71814 -0.33794 2.72778
H -1.48350 2.65251 2.48645
H -2.67647 2.39700 1.17917
N -3.14351 -1.12737 1.29357
O -3.83598 -0.13936 0.95359
O -2.59338 -1.14324 2.41478
O -3.00803 -2.08552 0.52167
Al -2.66187 4.25340 0.71442
O 4.12506 -2.92785 -0.65824
S 5.44153 -3.57991 -0.41935
O 6.47650 -2.54893 -0.28322
O 5.75474 -4.45040 -1.55730
O 5.37708 -4.37381 0.81042
F -4.53489 3.26808 2.81304
C 3.36039 -4.57297 -3.30634
C 2.17077 -4.33401 -4.22749
O 1.41373 -3.39185 -3.90955
O 2.09124 -5.12514 -5.21304
H 3.36923 -3.86399 -2.48482
H 3.31203 -5.58237 -2.89231
H 4.29191 -4.46498 -3.86653
Be 5.22550 2.92810 -1.83417
C -1.16000 5.17200 4.37229
O -0.11316 5.23504 5.05528
O -1.50301 6.37947 3.83458
O -1.90595 4.19624 4.11876
H -0.73566 6.83723 4.23336
O -3.13372 0.87357 4.50945
S -4.24399 1.28861 5.38111
O -4.02528 2.67476 5.82279
O -4.30412 0.39948 6.54729
O -5.51266 1.20654 4.63892
K -5.17134 -0.74371 3.45745
Na 1.45966 -4.22632 -6.84620
*
```

The HOMO energy is -8.41 eV. The HOMO-LUMO gap is 2.8 eV. The energy is -107211.8824 eV. The value obtained for the lowest unoccupied orbital energy is -5.60 eV.